# 1
C14H29B2F3N3O17Tl as an isolated structure in a non-equilibrium geometry, computed with ωB97M-V/def2-TZVPD.

molecular weight: 794.391 g mol⁻¹
HOMO level (spin up / spin down): -0.4817 / -0.4817 Eh
net charge: +1
expectation value of S²: 1.75
spin multiplicity: 2

CARTESIAN COORDINATES (ANGSTROEM)
Tl -0.363 4.352 1.274
B 2.786 4.187 1.510
H 2.179 4.481 2.352
H 2.513 3.202 1.165
H 2.594 4.861 0.688
H 3.847 4.217 1.705
B 1.197 5.435 -1.253
H 1.087 5.877 -0.274
H 1.334 4.386 -1.043
H 0.324 5.604 -1.864
H 2.089 5.829 -1.713
C 0.181 -0.080 -1.333
C 1.024 1.130 -0.976
O 0.643 1.934 -0.102
O 2.131 1.263 -1.511
H -0.364 -0.455 -0.467
H 0.776 -0.915 -1.702
H -0.565 0.060 -2.115
C -1.548 -2.950 -2.487
C -2.173 -3.423 -3.738
O -3.136 -4.313 -3.357
C -3.029 -4.640 -2.066
O -3.490 -5.570 -1.407
O -2.233 -3.728 -1.513
F -1.205 -3.924 -4.523
H -1.743 -1.938 -2.132
H -0.525 -3.298 -2.346
H -2.574 -2.534 -4.225
C 5.199 -1.094 2.803
C 3.757 -0.926 3.042
O 3.405 -0.449 1.766
C 4.367 0.423 1.368
O 4.449 1.037 0.324
O 5.423 0.174 2.131
F 3.453 0.032 3.947
H 5.277 -2.019 2.232
H 5.824 -1.036 3.694
H 3.203 -1.819 3.330
C -4.787 -2.081 0.638
C -3.657 -1.075 0.749
O -3.631 -0.381 -0.420
C -4.333 -1.192 -1.307
O -4.426 -1.006 -2.550
O -4.846 -2.230 -0.752
F -2.479 -1.624 0.948
H -5.798 -1.839 0.964
H -4.718 -3.052 1.128
H -3.819 -0.272 1.468
C -3.173 2.265 -1.885
N -2.551 3.540 -2.225
O -1.661 3.926 -1.494
O -2.877 4.172 -3.259
H -2.682 1.716 -1.082
H -3.354 1.692 -2.794
H -4.130 2.564 -1.456
C 2.581 -2.508 -0.370
N 1.723 -3.085 0.710
O 2.265 -3.453 1.777
O 0.513 -3.321 0.455
H 2.542 -1.424 -0.264
H 2.443 -2.937 -1.362
H 3.555 -2.726 0.069
C -0.040 -0.412 2.635
N 0.452 0.723 3.472
O 0.505 1.851 2.907
O 0.763 0.537 4.636
H -0.133 0.025 1.641
H -1.030 -0.537 3.075
H 0.669 -1.230 2.760

Results of the Mulliken charge analysis, in e, for atoms 1 through 8:
1 Tl 0.982
2 B 0.690
3 H -0.150
4 H -0.446
5 H 0.079
6 H 0.027
7 B -0.061
8 H -0.036



# 2
C4H9NS as an isolated structure in a non-equilibrium geometry, computed with ωB97M-V/def2-TZVPD.

molecular weight: 103.190 g mol⁻¹
HOMO level: -0.3076 Eh
net charge: 0
relative energy (zero: lowest compared OMol25 entry of this formula, charge and spin): 66.7 kcal/mol

CARTESIAN COORDINATES (ANGSTROEM)
C -0.308 -1.170 0.549
C -0.674 -1.686 1.819
C 0.376 1.912 -0.927
C -0.488 0.719 -0.934
N -0.670 0.008 0.194
S 0.589 -0.560 -2.559
H 0.311 -1.698 -0.089
H -1.765 -2.106 1.788
H -0.106 -2.383 2.532
H -0.833 -0.882 2.470
H -0.192 2.914 -0.704
H 0.885 2.224 -1.748
H 1.199 1.868 -0.146
H -1.317 0.613 -1.641
H 0.154 -1.743 -1.934

Results of the Mulliken charge analysis, in e, for atoms 1 through 8:
1 C 0.088
2 C -1.047
3 C -1.015
4 C -0.022
5 N -0.382
6 S -0.349
7 H 0.397
8 H 0.234



# 3
C25H48BrClO2P2Re as an isolated structure in a non-equilibrium geometry, computed with ωB97M-V/def2-TZVPD.

molecular weight: 744.169 g mol⁻¹
HOMO level (spin up / spin down): -0.2920 / -0.2962 Eh
net charge: 0
relative energy (zero: lowest compared OMol25 entry of this formula, charge and spin): 0.0 kcal/mol
expectation value of S²: 3.77
spin multiplicity: 4

CARTESIAN COORDINATES (ANGSTROEM)
Re 0.005 -0.190 0.225
Cl 0.409 1.999 -0.674
P -1.411 0.985 1.558
C -2.556 2.309 0.850
C -2.606 0.052 2.671
C -0.386 1.994 2.760
C -3.039 1.964 -0.561
H -1.870 3.171 0.788
C -3.768 2.710 1.700
H -4.554 1.945 1.694
H -4.196 3.616 1.245
H -3.531 2.957 2.738
H -2.219 2.001 -1.285
H -3.803 2.692 -0.868
H -3.489 0.962 -0.608
H 0.113 2.693 2.066
C 0.684 1.154 3.463
C -1.180 2.823 3.779
H -1.757 3.625 3.310
H -0.460 3.298 4.459
H -1.849 2.205 4.393
H 0.997 0.266 2.894
H 0.358 0.827 4.460
H 1.581 1.779 3.588
C -3.609 -0.713 1.809
H -3.131 0.841 3.229
C -1.899 -0.865 3.666
H -4.301 -0.060 1.267
H -4.209 -1.374 2.450
H -3.101 -1.351 1.065
H -1.178 -1.525 3.160
H -2.644 -1.512 4.151
H -1.371 -0.314 4.452
H -1.357 -0.199 -0.744
H 1.457 0.067 0.973
P 1.559 -0.625 -1.738
C 3.084 0.476 -1.907
C 2.316 -2.321 -1.967
C 0.642 -0.325 -3.337
C 3.622 0.908 -0.540
H 2.660 1.358 -2.415
C 4.247 -0.049 -2.759
H 4.802 -0.850 -2.253
H 4.955 0.782 -2.899
H 3.960 -0.392 -3.758
H 2.928 1.593 -0.047
H 4.582 1.425 -0.675
H 3.785 0.050 0.127
H 0.441 0.758 -3.257
C -0.705 -1.064 -3.388
C 1.451 -0.559 -4.620
H 2.275 0.150 -4.734
H 0.782 -0.410 -5.479
H 1.844 -1.582 -4.693
H -1.015 -1.494 -2.424
H -0.690 -1.870 -4.136
H -1.483 -0.346 -3.686
C 3.099 -2.677 -0.710
H 3.013 -2.227 -2.813
C 1.275 -3.380 -2.321
H 3.955 -2.018 -0.530
H 3.474 -3.708 -0.790
H 2.435 -2.636 0.170
H 0.413 -3.343 -1.636
H 1.729 -4.375 -2.220
H 0.906 -3.283 -3.348
Br 1.314 -5.207 0.915
C -0.257 -5.034 1.962
C -0.503 -5.996 2.948
C -1.705 -5.990 3.666
C -2.667 -5.018 3.375
C -2.421 -4.043 2.407
C -1.191 -4.003 1.736
C -0.957 -2.966 0.665
O -1.499 -3.085 -0.442
O -0.183 -1.957 1.007
H 0.236 -6.761 3.152
H -1.884 -6.737 4.436
H -3.620 -5.015 3.896
H -3.175 -3.303 2.156

Results of the Mulliken charge analysis, in e, for atoms 1 through 8:
1 Re 1.691
2 Cl -0.345
3 P -0.361
4 C 0.885
5 C 0.620
6 C 0.572
7 C -1.362
8 H 0.621



# 4
C45H49N5OP2STi as an isolated structure in a non-equilibrium geometry, computed with ωB97M-V/def2-TZVPD.

molecular weight: 817.803 g mol⁻¹
HOMO level: -0.4455 Eh
net charge: +2

CARTESIAN COORDINATES (ANGSTROEM)
Ti 1.350 -0.831 -0.490
C 3.819 -0.805 1.459
N 3.498 -1.442 0.170
C 4.681 -1.276 -0.689
C 3.256 -2.875 0.358
C 4.099 -3.706 1.076
C 3.801 -5.054 1.204
C 2.617 -5.555 0.692
C 1.773 -4.743 -0.045
C 2.128 -3.416 -0.289
N 1.469 -2.537 -1.145
C 1.113 -2.850 -2.438
C 1.041 -4.118 -3.023
C 0.646 -4.247 -4.343
C 0.311 -3.135 -5.099
C 0.449 -1.864 -4.559
C 0.867 -1.720 -3.248
N 1.233 -0.448 -2.627
C 0.400 0.652 -3.117
C 2.631 -0.152 -3.005
H 4.738 -1.214 1.890
H 3.969 0.266 1.297
H 3.008 -0.961 2.172
H 5.583 -1.619 -0.169
H 4.595 -1.866 -1.602
H 4.816 -0.217 -0.924
H 4.993 -3.322 1.543
H 4.488 -5.707 1.720
H 2.360 -6.591 0.843
H 0.825 -5.119 -0.400
H 1.319 -4.996 -2.466
H 0.605 -5.229 -4.784
H -0.016 -3.251 -6.121
H 0.245 -1.010 -5.185
H 0.602 0.865 -4.173
H -0.661 0.413 -3.012
H 0.646 1.548 -2.540
H 2.688 0.144 -4.063
H 3.024 0.675 -2.394
H 3.246 -1.045 -2.884
C -6.075 3.241 1.931
S -4.764 4.402 1.475
C -3.325 3.504 2.141
C -2.701 2.608 1.081
C -1.641 1.701 1.710
N -0.760 1.014 0.764
P -1.210 -0.247 -0.315
C -2.812 0.331 -1.022
C -4.033 -0.262 -0.700
C -5.213 0.259 -1.209
C -5.193 1.349 -2.066
C -3.983 1.940 -2.395
C -2.805 1.441 -1.869
C -1.788 -1.767 0.526
C -1.672 -2.857 -0.341
C -2.074 -4.119 0.055
C -2.572 -4.303 1.337
C -2.697 -3.225 2.199
C -2.321 -1.952 1.796
P 0.811 1.642 0.407
C 0.472 3.437 0.142
C 0.214 3.905 -1.144
C -0.076 5.236 -1.379
C -0.108 6.132 -0.325
C 0.153 5.682 0.959
C 0.447 4.351 1.195
C 1.711 1.781 1.992
C 1.350 1.239 3.219
C 2.166 1.442 4.324
C 3.332 2.182 4.210
C 3.711 2.702 2.981
C 2.907 2.494 1.879
H -7.018 3.704 1.667
H -6.043 3.069 3.002
H -5.953 2.309 1.388
H -3.674 2.919 2.989
H -2.616 4.254 2.485
H -2.254 3.230 0.301
H -3.488 2.005 0.630
H -2.135 0.957 2.340
H -1.004 2.308 2.362
H -4.080 -1.120 -0.047
H -6.158 -0.188 -0.940
H -6.115 1.747 -2.466
H -3.961 2.793 -3.059
H -1.873 1.942 -2.089
H -1.304 -2.673 -1.351
H -2.001 -4.952 -0.630
H -2.866 -5.288 1.667
H -3.088 -3.371 3.194
H -2.442 -1.119 2.474
H 0.233 3.231 -1.987
H -0.270 5.573 -2.385
H -0.330 7.173 -0.502
H 0.132 6.374 1.785
H 0.667 4.032 2.204
H 0.442 0.662 3.320
H 1.877 1.032 5.281
H 3.943 2.368 5.078
H 4.614 3.287 2.887
H 3.173 2.920 0.917
O 0.349 -2.794 2.956
C 0.624 -2.054 2.106
N 0.915 -1.249 1.276

Results of the Mulliken charge analysis, in e, for atoms 1 through 8:
1 Ti -1.346
2 C -1.283
3 N 0.886
4 C -1.476
5 C 0.657
6 C -0.537
7 C -1.037
8 C -1.112